54
Properties=species:S:1:pos:R:3 method="wB97M-V/def2-TZVPD" energy_ev=-133354.65537 lumo_energy_ev=-3.82 homo_lumo_gap_ev=7.10 total_charge=+1 relative_energy_ev=0.5407
Y 0.63 -2.57 -0.35
O 1.91 -3.33 1.97
N 1.61 -1.98 1.83
C 1.85 -1.18 2.76
C 1.44 0.24 2.73
C 1.53 0.89 3.95
C 1.08 2.19 4.11
C 0.52 2.84 3.03
C 0.44 2.20 1.79
C 0.90 0.90 1.61
P 0.90 0.23 -0.11
C 2.39 0.94 -0.88
C 2.92 0.25 -1.97
C 4.02 0.75 -2.65
C 4.61 1.93 -2.24
C 4.10 2.62 -1.14
C 2.99 2.13 -0.47
C -0.51 1.08 -0.88
C -0.37 1.96 -1.95
C -1.50 2.51 -2.55
C -2.77 2.18 -2.09
C -2.91 1.30 -1.02
C -1.79 0.74 -0.42
H 2.30 -3.52 2.83
H 2.32 -1.54 3.68
H 1.95 0.36 4.80
H 1.16 2.68 5.07
H 0.15 3.86 3.13
H 0.00 2.73 0.96
H 2.48 -0.68 -2.30
H 4.43 0.20 -3.50
H 5.48 2.32 -2.76
H 4.56 3.54 -0.82
H 2.60 2.67 0.38
H 0.62 2.21 -2.32
H -1.38 3.19 -3.39
H -3.64 2.61 -2.56
H -3.90 1.05 -0.66
H -1.91 0.06 0.41
O 3.05 -2.84 -0.83
S 2.65 -3.91 -1.81
N 1.17 -4.04 -1.87
F -6.28 -1.78 -1.68
C -5.18 -2.12 -1.01
C -5.27 -2.62 0.27
F -6.47 -2.76 0.83
C -4.13 -2.97 0.96
F -4.28 -3.44 2.19
C -2.87 -2.84 0.40
Se -1.30 -3.30 1.37
C -2.84 -2.34 -0.88
F -1.64 -2.17 -1.50
C -3.95 -1.97 -1.60
F -3.84 -1.49 -2.83

64
Properties=species:S:1:pos:R:3 method="wB97M-V/def2-TZVPD" multiplicity=2 energy_ev=-84858.15637 lumo_energy_ev="2.21 / 2.21" homo_lumo_gap_ev="6.81 / 6.26" total_charge=-1 relative_energy_ev=0.0000
Cr -0.10 0.11 0.26
C 0.51 -0.84 4.47
C -0.04 -1.00 3.08
O 0.35 -0.23 2.20
C -1.01 -2.06 2.77
C -1.40 -2.98 3.76
C -2.28 -4.00 3.49
C -2.78 -4.12 2.19
C -2.42 -3.24 1.20
C -1.52 -2.18 1.46
O -1.24 -1.38 0.47
H 1.21 -0.02 4.47
H 1.01 -1.75 4.80
H -0.30 -0.63 5.17
H -1.00 -2.87 4.76
H -2.57 -4.70 4.27
H -3.48 -4.92 1.96
H -2.80 -3.33 0.20
C 2.57 2.73 1.68
Si 2.55 1.99 -0.07
C 4.36 2.12 -0.64
C 1.56 3.08 -1.26
C 1.92 0.25 -0.02
Si 2.43 -0.89 -1.40
C 2.43 -0.08 -3.10
C 4.19 -1.54 -1.11
C 1.36 -2.44 -1.45
H 2.25 3.77 1.70
H 3.59 2.69 2.09
H 1.92 2.16 2.35
H 4.71 3.15 -0.54
H 4.48 1.83 -1.69
H 5.01 1.48 -0.04
H 1.46 4.10 -0.89
H 0.55 2.68 -1.41
H 2.04 3.11 -2.23
H 2.35 -0.19 0.89
H 3.11 0.78 -3.12
H 1.44 0.26 -3.40
H 2.79 -0.79 -3.84
H 4.94 -0.75 -1.22
H 4.42 -2.33 -1.82
H 4.29 -1.96 -0.10
H 0.30 -2.22 -1.61
H 1.45 -2.99 -0.50
H 1.68 -3.10 -2.25
I -7.49 1.98 -1.47
C -5.49 1.49 -1.83
C -4.75 0.85 -0.85
C -3.42 0.54 -1.09
C -2.84 0.84 -2.31
C -3.60 1.47 -3.29
C -4.92 1.81 -3.06
C -1.38 0.52 -2.62
O -1.04 0.48 -3.80
O -0.62 0.29 -1.62
H -5.21 0.60 0.10
H -2.84 0.03 -0.33
H -3.13 1.68 -4.24
H -5.50 2.30 -3.82
C -0.88 1.84 0.95
H -1.54 1.64 1.80
H -1.47 2.32 0.16
H -0.12 2.55 1.30

123
Properties=species:S:1:pos:R:3 method="wB97M-V/def2-TZVPD" energy_ev=-1591800.18182 lumo_energy_ev=-3.65 homo_lumo_gap_ev=7.22 total_charge=+1
C -0.19 -0.29 0.76
C -0.90 -1.55 0.37
O -1.08 -1.91 -0.79
O -1.40 -2.27 1.45
C -2.84 -2.25 1.38
C -3.40 -2.12 2.78
C -3.12 -0.78 3.45
C -4.30 0.23 3.32
C -3.89 1.60 2.75
C -4.77 2.18 1.64
C -4.04 2.65 0.36
N -4.47 1.69 -0.71
I -2.81 0.94 -1.80
C -5.14 0.74 -0.02
N -5.17 -0.54 -0.23
N -5.83 1.30 1.08
H 0.17 -0.38 1.78
H 0.64 -0.13 0.10
H -0.89 0.53 0.72
H -3.12 -1.35 0.83
H -3.21 -3.14 0.90
H -2.97 -2.93 3.35
H -4.47 -2.33 2.73
H -2.20 -0.35 3.08
H -3.01 -1.00 4.50
H -5.07 -0.26 2.74
H -4.72 0.39 4.30
H -3.90 2.30 3.57
H -2.86 1.57 2.42
H -5.32 3.03 2.03
H -4.31 3.67 0.13
H -2.96 2.67 0.47
H -4.95 -0.99 -1.12
H -5.39 -1.12 0.56
H -6.53 1.89 0.65
Br -1.25 -0.41 -3.96
C 0.00 0.67 -5.01
C 1.02 -0.24 -5.65
Br 2.31 -0.80 -4.32
H 0.45 1.39 -4.34
H -0.61 1.18 -5.75
H 1.58 0.29 -6.42
H 0.57 -1.13 -6.08
Br 0.99 3.86 -3.30
C 0.02 3.78 -1.62
C 0.94 3.93 -0.44
Br 1.95 2.30 -0.12
H -0.50 2.82 -1.62
H -0.70 4.59 -1.66
H 0.36 4.10 0.47
H 1.66 4.73 -0.56
Br -0.50 -3.68 4.73
C 0.74 -2.45 3.88
C 1.49 -1.63 4.89
Br 0.36 -0.22 5.63
H 0.15 -1.84 3.21
H 1.42 -3.07 3.30
H 2.33 -1.11 4.42
H 1.86 -2.21 5.73
Br 5.58 1.44 1.44
C 6.17 3.07 2.32
C 5.22 4.21 2.06
Br 5.42 4.92 0.26
H 7.18 3.27 1.95
H 6.21 2.83 3.38
H 5.44 5.03 2.73
H 4.18 3.92 2.17
Br 3.66 3.88 -6.01
C 4.36 4.09 -4.21
C 5.83 4.43 -4.21
Br 6.91 2.87 -4.60
H 4.14 3.17 -3.68
H 3.79 4.91 -3.77
H 6.14 4.76 -3.22
H 6.09 5.18 -4.94
Br 4.42 -3.20 -1.71
C 5.68 -2.21 -2.82
C 6.53 -1.31 -1.97
Br 5.53 0.25 -1.37
H 5.10 -1.68 -3.56
H 6.29 -2.96 -3.31
H 7.37 -0.92 -2.53
H 6.89 -1.81 -1.07
Br 5.12 -1.86 2.87
C 5.05 -3.81 2.93
C 5.10 -4.33 4.34
Br 6.90 -4.22 5.08
H 5.87 -4.17 2.32
H 4.10 -4.08 2.46
H 4.84 -5.38 4.36
H 4.46 -3.77 5.01
Br -8.82 -2.56 -1.24
C -8.33 -1.11 -2.43
C -7.54 -1.59 -3.62
Br -5.71 -2.02 -3.11
H -7.78 -0.39 -1.83
H -9.27 -0.66 -2.75
H -7.46 -0.80 -4.36
H -7.95 -2.48 -4.07
Br -11.31 3.04 0.98
C -11.65 1.14 0.72
C -10.83 0.29 1.65
Br -8.97 0.19 1.08
H -11.45 0.93 -0.33
H -12.71 1.01 0.92
H -11.19 -0.74 1.65
H -10.82 0.67 2.66
Br 8.81 3.34 -0.97
C 8.41 1.44 -1.16
C 9.33 0.59 -0.34
Br 11.10 0.44 -1.16
H 8.46 1.22 -2.22
H 7.39 1.33 -0.82
H 8.95 -0.43 -0.29
H 9.49 0.97 0.66
Br -1.00 -4.52 0.48
C 0.38 -3.95 -0.76
C 1.15 -5.12 -1.33
Br 2.42 -5.85 -0.05
H 1.02 -3.26 -0.22
H -0.14 -3.42 -1.55
H 1.75 -4.79 -2.17
H 0.51 -5.94 -1.64

10
Properties=species:S:1:pos:R:3 method="wB97M-V/def2-TZVPD" energy_ev=-6267.11615 lumo_energy_ev=-6.43 homo_lumo_gap_ev=10.20 total_charge=+1 relative_energy_ev=0.1652
C 0.39 1.15 0.01
C 1.08 -0.05 0.13
C -1.01 0.86 0.00
C 0.03 -1.11 -0.02
O -1.19 -0.42 0.10
H 0.77 2.11 -0.10
H 2.20 -0.23 0.33
H -2.00 1.35 0.01
H -0.08 -1.56 -0.97
H -0.18 -2.09 0.52